1:
Entry from OMol25: a cluster of 3 separate species, C4H16NO2 in total (ωB97M-V/def2-TZVPD).

The geometry in ORCA input format:
```
! RIJCOSX wB97M-V def2-TZVPD def2/J DEFGRID3
* xyz 1 1
H 1.50 -0.12 -1.04
N 1.11 0.70 -0.54
O 2.87 -1.34 -1.14
H -0.66 -2.52 1.85
H 3.57 -1.00 -1.71
C -0.60 -0.83 0.54
H 0.11 1.06 1.33
H 0.50 1.07 -1.28
C 0.50 0.24 0.73
C -1.86 -0.22 -0.11
C -0.99 -1.46 1.86
H -0.46 -1.02 2.69
H -1.79 0.56 -0.86
H 2.71 -2.20 -1.55
H -0.65 3.92 -1.79
H 1.26 -0.24 1.33
O -0.62 3.00 -1.47
H 1.83 1.41 -0.41
H -2.53 0.07 0.71
H -1.12 3.09 -0.67
H -2.05 -1.58 2.11
H -2.49 -1.04 -0.46
H -0.13 -1.58 -0.10
*
```

Computed properties:
HOMO-LUMO gap (Eh): 0.4428



2:
Entry from OMol25: a cluster of 3 separate species, C4H16NO2 in total (ωB97M-V/def2-TZVPD).

The geometry in ORCA input format:
```
! RIJCOSX wB97M-V def2-TZVPD def2/J DEFGRID3
* xyz 1 1
H -0.84 -1.22 1.15
H -2.72 -0.42 0.15
O -2.36 -1.26 0.50
H -2.98 -1.95 0.23
C 2.12 1.22 -0.75
H -2.93 1.89 -0.23
H 0.70 -1.56 1.91
N 0.00 -0.86 1.67
H 2.63 1.82 0.01
C 0.91 -0.87 -1.21
C 1.54 -0.04 -0.07
C 0.57 0.39 1.05
H -3.15 1.44 -1.65
H 1.39 1.79 -1.31
H 0.52 -1.87 -1.00
H 2.88 0.90 -1.46
H -0.36 -0.60 2.59
H 2.33 -0.60 0.43
H 1.08 1.02 1.78
O -2.80 1.15 -0.80
H 0.07 -0.31 -1.65
H 1.70 -0.94 -1.95
H -0.28 0.88 0.59
*
```

Computed properties:
HOMO-LUMO gap (Eh): 0.4553



3:
Entry from OMol25: a cluster of 3 separate species, C4H16NO2 in total (ωB97M-V/def2-TZVPD).

The geometry in ORCA input format:
```
! RIJCOSX wB97M-V def2-TZVPD def2/J DEFGRID3
* xyz 1 1
H -1.09 -0.92 -2.55
H 0.44 -0.61 -2.26
H 2.49 -0.35 0.63
H -1.27 1.73 1.41
C -0.45 -0.78 -1.66
H 0.44 1.70 1.38
O 2.14 -2.30 0.84
H -2.65 1.05 -0.06
C -2.00 1.13 -0.93
H -0.59 -1.76 -1.20
H -1.84 2.20 -1.11
C -0.59 0.47 -0.77
H 0.47 -0.52 0.69
H 1.72 -3.03 0.37
H 0.28 1.05 -1.02
H 2.84 -2.71 1.33
H -1.18 -0.70 0.80
O 2.16 0.54 0.80
N -0.43 -0.03 0.64
H -2.52 0.69 -1.77
C -0.41 1.08 1.61
H -0.41 0.90 2.68
H 2.47 1.19 0.15
*
```

Computed properties:
HOMO-LUMO gap (Eh): 0.4686



Which structure is most stable? 2, by 48.1 kJ/mol over the runner-up.